Here is a cluster of 2 separate species, C4H12 in total in a non-equilibrium geometry from the Open Molecules 2025 dataset. Energies are from the ωB97M-V functional and the def2-TZVPD basis.

Values from the calculation:
E_HOMO	-0.426	hartree
gap between HOMO and LUMO	12.768	eV
E_tot	-159.5691	hartree
E_LUMO	1.16	eV
ΔE to the lowest compared entry with this formula, charge and spin	41.7	kJ/mol

```
! wB97M-V def2-TZVPD RIJCOSX def2/J DEFGRID3
* xyz 0 1
C 1.27 -1.79 -0.53
C 2.00 -0.58 0.03
H 1.91 -2.67 -0.59
H 0.44 -2.05 0.12
H 0.88 -1.57 -1.52
H 1.54 0.34 -0.29
H 3.07 -0.36 0.03
H 1.86 -0.53 1.11
C -1.60 1.35 -0.51
C -1.65 1.04 0.99
H -1.91 0.46 -1.05
H -2.10 2.29 -0.74
H -0.57 1.46 -0.82
H -1.56 1.95 1.55
H -0.91 0.31 1.31
H -2.65 0.72 1.28
*
```



Here is a cluster of 2 separate species, C4H12 in total in a non-equilibrium geometry from the Open Molecules 2025 dataset. Energies are from the ωB97M-V functional and the def2-TZVPD basis.

Values from the calculation:
E_HOMO	-0.409	hartree
gap between HOMO and LUMO	12.217	eV
E_tot	-159.5436	hartree
E_LUMO	1.09	eV
ΔE to the lowest compared entry with this formula, charge and spin	108.6	kJ/mol

```
! wB97M-V def2-TZVPD RIJCOSX def2/J DEFGRID3
* xyz 0 1
C 1.72 0.87 -0.32
C 2.16 1.50 1.01
H 1.69 -0.32 -0.19
H 0.79 1.21 -0.72
H 2.61 1.09 -0.92
H 2.31 2.51 1.04
H 3.18 1.01 1.19
H 1.56 1.16 1.82
C -1.30 -0.94 -0.61
C -2.69 -1.25 -0.18
H -1.15 -0.47 -1.58
H -0.82 -0.48 0.23
H -0.82 -1.91 -0.74
H -2.97 -1.58 0.88
H -3.04 -2.08 -0.70
H -3.25 -0.32 -0.24
*
```



Here is a cluster of 2 separate species, C4H12 in total in a non-equilibrium geometry from the Open Molecules 2025 dataset. Energies are from the ωB97M-V functional and the def2-TZVPD basis.

Values from the calculation:
E_HOMO	-0.404	hartree
gap between HOMO and LUMO	12.094	eV
E_tot	-159.5366	hartree
E_LUMO	1.10	eV
ΔE to the lowest compared entry with this formula, charge and spin	127.0	kJ/mol

```
! wB97M-V def2-TZVPD RIJCOSX def2/J DEFGRID3
* xyz 0 1
C 0.88 -0.80 -1.56
C 1.56 -1.93 -0.82
H -0.19 -0.98 -1.61
H 1.19 0.15 -1.26
H 1.06 -0.88 -2.68
H 1.01 -2.18 0.06
H 1.50 -2.70 -1.57
H 2.71 -1.66 -0.70
C -0.55 1.27 1.18
C -2.01 1.47 1.32
H 0.14 1.40 2.10
H -0.30 0.26 1.01
H 0.09 1.91 0.51
H -2.58 1.37 0.35
H -2.01 2.58 1.74
H -2.51 0.73 1.92
*
```



Here is a cluster of 2 separate species, C4H12 in total in a non-equilibrium geometry from the Open Molecules 2025 dataset. Energies are from the ωB97M-V functional and the def2-TZVPD basis.

Values from the calculation:
E_HOMO	-0.417	hartree
gap between HOMO and LUMO	12.514	eV
E_tot	-159.5718	hartree
E_LUMO	1.16	eV
ΔE to the lowest compared entry with this formula, charge and spin	34.5	kJ/mol

```
! wB97M-V def2-TZVPD RIJCOSX def2/J DEFGRID3
* xyz 0 1
C -1.16 0.68 -2.18
C 0.06 1.16 -1.40
H -0.93 0.79 -3.24
H -1.38 -0.38 -2.15
H -2.03 1.27 -1.90
H -0.12 1.41 -0.36
H 0.54 2.04 -1.84
H 0.86 0.42 -1.49
C 0.98 -0.31 1.82
C 0.06 -1.54 1.84
H 0.54 0.49 2.42
H 2.00 -0.44 2.19
H 1.09 0.10 0.83
H -0.90 -1.45 2.35
H 0.55 -2.41 2.28
H -0.17 -1.83 0.81
*
```



Here is a cluster of 2 separate species, C4H12 in total in a non-equilibrium geometry from the Open Molecules 2025 dataset. Energies are from the ωB97M-V functional and the def2-TZVPD basis.

Values from the calculation:
E_HOMO	-0.431	hartree
gap between HOMO and LUMO	12.892	eV
E_tot	-159.5775	hartree
E_LUMO	1.16	eV
ΔE to the lowest compared entry with this formula, charge and spin	19.6	kJ/mol

```
! wB97M-V def2-TZVPD RIJCOSX def2/J DEFGRID3
* xyz 0 1
C -1.23 -2.55 -0.41
C 0.05 -1.74 -0.55
H -1.56 -2.96 -1.35
H -1.09 -3.34 0.33
H -2.02 -1.88 -0.10
H 0.35 -1.44 0.46
H -0.16 -0.80 -1.06
H 0.89 -2.23 -1.02
C 1.21 1.82 0.77
C -0.06 2.43 0.18
H 2.02 1.95 0.04
H 1.56 2.31 1.67
H 1.20 0.75 0.96
H -0.67 1.66 -0.28
H 0.22 3.16 -0.57
H -0.72 2.86 0.94
*
```



Here is a cluster of 2 separate species, C4H12 in total in a non-equilibrium geometry from the Open Molecules 2025 dataset. Energies are from the ωB97M-V functional and the def2-TZVPD basis.

Values from the calculation:
E_HOMO	-0.411	hartree
gap between HOMO and LUMO	12.379	eV
E_tot	-159.5629	hartree
E_LUMO	1.19	eV
ΔE to the lowest compared entry with this formula, charge and spin	58.0	kJ/mol

```
! wB97M-V def2-TZVPD RIJCOSX def2/J DEFGRID3
* xyz 0 1
C -1.03 0.97 -1.07
C 0.29 1.69 -1.25
H -1.62 1.06 -1.98
H -0.97 -0.09 -0.91
H -1.76 1.42 -0.38
H 1.04 1.11 -1.77
H 0.73 1.98 -0.29
H 0.21 2.69 -1.75
C 1.05 -1.15 1.36
C -0.35 -1.67 0.97
H 1.47 -0.50 0.57
H 1.00 -0.39 2.13
H 1.81 -1.86 1.62
H -0.84 -0.80 0.51
H -0.86 -1.94 1.91
H -0.17 -2.52 0.32
*
```